No. 1
ORCA calculation (the ωB97M-V functional and the def2-TZVPD basis) on an isolated molecule of C6H11N at a distorted geometry.

Element x y z (Å)
C: -2.31 1.17 0.15
C: -0.69 -0.48 0.20
C: 0.56 0.42 0.35
C: -0.39 -1.78 -0.74
C: 1.42 -0.22 1.37
C: 0.86 1.36 -0.47
N: -1.71 0.29 -0.54
H: -3.01 1.69 -0.39
H: -1.04 -0.77 1.21
H: 0.63 -1.93 -0.64
H: -0.76 -1.60 -1.75
H: -0.98 -2.58 -0.21
H: 2.27 0.45 1.54
H: 1.83 -1.15 0.94
H: 0.85 -0.52 2.25
H: 1.92 1.86 -0.59
H: -2.05 1.43 1.09
H: 0.11 1.56 -1.30

Properties
**Energy**: -7887.9643 eV
**HOMO level**: -9.546 eV
**Kohn-Sham gap**: 10.628 eV
**LUMO level**: 1.08 eV
**Relative energy (zero: lowest compared OMol25 entry of this formula, charge and spin)**: 2.567 eV
**2S+1**: 1


No. 2
ORCA calculation (the ωB97M-V functional and the def2-TZVPD basis) on a cluster of 6 separate species, C14H40IN2O8 in total at a distorted geometry.

Element x y z (Å)
I: 26.05 14.00 -34.81
C: 22.07 12.98 -37.43
C: 23.37 12.67 -38.15
C: 23.26 12.28 -39.65
O: 22.53 11.03 -39.71
C: 22.14 10.66 -41.05
N: 24.20 13.83 -37.98
H: 22.28 13.32 -36.41
H: 21.53 12.04 -37.29
H: 21.38 13.65 -37.93
H: 23.85 11.87 -37.59
H: 24.30 12.24 -39.99
H: 22.87 13.13 -40.22
H: 23.06 10.42 -41.59
H: 21.60 11.48 -41.52
H: 21.52 9.76 -41.01
H: 24.44 13.70 -37.00
H: 25.08 13.71 -38.47
C: 26.39 18.40 -35.58
C: 25.39 18.05 -36.71
C: 25.06 19.28 -37.64
O: 24.07 18.87 -38.57
C: 24.07 19.70 -39.73
N: 25.75 16.86 -37.54
H: 26.04 19.17 -34.89
H: 27.29 18.79 -36.08
H: 26.79 17.52 -35.09
H: 24.42 17.72 -36.33
H: 25.97 19.59 -38.16
H: 24.66 20.07 -36.99
H: 23.97 20.74 -39.40
H: 23.20 19.43 -40.33
H: 24.92 19.60 -40.41
H: 26.66 17.01 -37.97
H: 25.89 16.04 -36.97
C: 26.16 10.17 -32.74
C: 27.30 9.51 -33.51
O: 28.56 9.66 -32.87
O: 26.46 11.47 -32.36
H: 25.95 9.52 -31.88
H: 25.23 10.20 -33.31
H: 27.48 9.90 -34.51
H: 27.17 8.44 -33.61
H: 28.91 10.55 -32.90
H: 26.55 12.06 -33.12
C: 28.65 11.40 -37.83
C: 28.62 12.89 -38.19
O: 27.33 13.45 -38.15
O: 28.39 11.26 -36.42
H: 29.65 11.02 -38.09
H: 27.94 10.75 -38.34
H: 28.90 12.95 -39.24
H: 29.30 13.54 -37.63
H: 26.95 13.41 -37.26
H: 27.51 11.58 -36.21
C: 22.54 11.67 -33.54
C: 22.05 10.50 -32.67
O: 21.21 9.58 -33.38
O: 23.17 12.64 -32.69
H: 21.63 12.04 -34.01
H: 23.26 11.37 -34.30
H: 21.38 10.89 -31.90
H: 22.91 10.00 -32.22
H: 20.65 9.09 -32.78
H: 24.00 12.97 -33.03

Properties
**Energy**: -42627.5809 eV
**Charge**: -1
**HOMO level**: -5.392 eV
**Kohn-Sham gap**: 8.191 eV
**LUMO level**: 2.80 eV
**Relative energy (zero: lowest compared OMol25 entry of this formula, charge and spin)**: 0.000 eV
**2S+1**: 1


Q: What is the formula in the first record?
A: C6H11N


Q: The lowest energy belongs to which entry?
A: C14H40IN2O8


Q: Look up the LUMO level of the first one.
A: 1.08 eV